Density functional theory data (the ωB97M-V functional and the def2-TZVPD basis) for a molecular structure, C23H20MgN2O2S6 at a distorted geometry.

Structure (ORCA input):
```
! wB97M-V def2-TZVPD RIJCOSX def2/J DEFGRID3
* xyz 0 1
Mg -1.269 -0.090 -0.468
S -3.950 1.391 -6.757
C -3.420 0.951 -5.272
S -3.840 1.810 -3.819
C -2.998 0.771 -2.675
C -2.337 -0.290 -3.201
S -1.485 -1.550 -2.397
S -2.386 -0.413 -4.964
S -3.138 1.274 -1.029
C -0.878 0.384 3.673
C -0.754 -0.496 2.460
O -0.494 -0.042 1.348
N -0.882 -1.811 2.674
C -0.963 -2.754 1.573
C -2.392 -2.859 1.105
C -3.167 -3.980 1.360
C -4.489 -3.979 0.945
C -4.976 -2.859 0.295
C -4.125 -1.784 0.088
N -2.865 -1.780 0.493
H -0.534 1.384 3.423
H -0.286 -0.014 4.492
H -1.918 0.436 3.990
H -1.203 -2.133 3.575
H -0.573 -3.720 1.897
H -0.362 -2.356 0.749
H -2.746 -4.829 1.872
H -5.124 -4.831 1.135
H -5.998 -2.817 -0.045
H -4.463 -0.884 -0.412
O 0.342 0.910 -1.248
S 1.610 0.212 -0.934
C 2.915 1.140 -1.791
C 4.113 0.498 -2.058
C 5.140 1.201 -2.666
C 4.960 2.535 -2.998
C 3.750 3.160 -2.746
C 2.719 2.461 -2.143
C 2.102 0.877 0.682
C 2.924 0.118 1.494
C 3.228 0.569 2.767
C 2.720 1.779 3.208
C 1.914 2.543 2.381
C 1.593 2.089 1.113
H 4.230 -0.544 -1.797
H 6.075 0.708 -2.887
H 5.760 3.086 -3.466
H 3.608 4.193 -3.021
H 1.762 2.923 -1.959
H 3.306 -0.822 1.130
H 3.850 -0.020 3.421
H 2.942 2.124 4.207
H 1.528 3.490 2.732
H 0.923 2.642 0.469
*
```

**Gap between HOMO and LUMO**: 5.68 eV
**LUMO energy**: -0.15 eV
**Relative energy (zero: lowest compared OMol25 entry of this formula, charge and spin)**: 13.9 kcal per mole
**M**: 573.1 Da


Density functional theory data (the ωB97M-V functional and the def2-TZVPD basis) for a molecular structure, C37H38BrF5GeN2O6PbS at a distorted geometry.

Structure (ORCA input):
```
! wB97M-V def2-TZVPD RIJCOSX def2/J DEFGRID3
* xyz 1 2
Pb -1.077 0.769 -0.658
C 2.523 -0.514 3.858
C 1.646 -1.222 2.843
C 2.407 -2.277 2.067
C 0.392 -1.791 3.480
O 1.146 -0.173 1.919
Ge 1.802 0.788 0.676
O 2.570 0.326 -0.767
C 3.858 -0.260 -1.184
C 3.611 -1.731 -1.458
C 4.215 0.487 -2.457
C 4.886 -0.013 -0.095
O 1.346 2.418 0.800
C 1.941 3.758 0.851
C 0.866 4.615 1.494
C 3.205 3.691 1.687
C 2.224 4.171 -0.584
H 2.879 -1.223 4.608
H 3.402 -0.076 3.374
H 1.960 0.270 4.363
H 2.712 -3.077 2.742
H 1.784 -2.705 1.285
H 3.313 -1.862 1.625
H 0.668 -2.613 4.142
H -0.124 -1.030 4.064
H -0.285 -2.173 2.716
H 2.800 -1.831 -2.177
H 4.509 -2.186 -1.879
H 3.353 -2.267 -0.545
H 3.414 0.374 -3.188
H 4.365 1.548 -2.255
H 5.134 0.080 -2.881
H 4.615 -0.523 0.832
H 5.862 -0.392 -0.397
H 4.991 1.058 0.094
H 0.724 4.339 2.539
H 1.154 5.666 1.449
H -0.076 4.492 0.961
H 2.992 3.267 2.670
H 3.970 3.091 1.183
H 3.620 4.688 1.835
H 1.298 4.203 -1.159
H 2.685 5.158 -0.610
H 2.903 3.460 -1.058
S -3.967 -1.465 2.585
C -3.102 -0.324 3.565
C -3.222 -0.055 4.925
C -2.417 0.929 5.464
C -1.513 1.641 4.664
C -1.388 1.370 3.318
C -2.187 0.368 2.766
N -2.166 -0.042 1.449
C -3.046 -0.962 1.201
C -3.261 -1.494 -0.152
C -4.136 -2.560 -0.370
C -4.352 -3.024 -1.658
C -3.702 -2.416 -2.725
C -2.818 -1.366 -2.496
C -2.571 -0.892 -1.213
H -3.930 -0.593 5.542
H -2.497 1.164 6.517
H -0.913 2.422 5.114
H -0.696 1.916 2.689
H -4.653 -3.027 0.461
H -5.036 -3.844 -1.830
H -3.886 -2.758 -3.737
H -2.312 -0.917 -3.347
Br 0.738 1.364 -4.114
C -1.108 1.786 -4.094
C -1.785 1.997 -5.283
C -3.122 2.354 -5.195
C -3.713 2.513 -3.951
C -2.950 2.269 -2.825
N -1.670 1.885 -2.904
C -3.528 2.493 -1.425
O -4.640 2.965 -1.346
O -2.745 2.187 -0.443
H -1.279 1.890 -6.231
H -3.693 2.525 -6.098
H -4.737 2.830 -3.823
F -2.153 -6.121 -1.327
C -1.505 -5.006 -1.568
C -1.226 -4.131 -0.504
F -1.629 -4.449 0.719
C -0.559 -2.975 -0.754
F -0.294 -2.132 0.237
C -0.137 -2.587 -2.079
O 0.379 -1.490 -2.319
C -0.444 -3.538 -3.127
F -0.104 -3.220 -4.358
C -1.105 -4.707 -2.875
F -1.402 -5.555 -3.848
*
```

**Expectation value of S²**: 0.789
**Gap between HOMO and LUMO (alpha / beta)**: 7.70 / 5.94 eV
**LUMO energy (alpha / beta)**: -3.17 / -4.93 eV
**Relative energy (zero: lowest compared OMol25 entry of this formula, charge and spin)**: 40.4 kcal per mole
**M**: 1093.5 Da


Density functional theory data (the ωB97M-V functional and the def2-TZVPD basis) for a molecular structure, C21H31FNPdSi at a distorted geometry.

Structure (ORCA input):
```
! wB97M-V def2-TZVPD RIJCOSX def2/J DEFGRID3
* xyz -1 1
Pd -0.357 -0.413 -0.187
C 0.791 1.272 4.209
C -0.024 0.712 3.069
C -0.858 1.547 2.311
C -0.825 3.047 2.470
C -1.781 0.985 1.422
C -2.826 1.855 0.762
C -1.871 -0.422 1.272
C -3.149 -1.056 0.760
C -0.848 -1.228 1.849
C -0.896 -2.731 1.667
C 0.033 -0.655 2.791
C 0.961 -1.553 3.571
H 1.790 1.552 3.874
H 0.889 0.542 5.010
H 0.313 2.150 4.637
H 0.026 3.379 3.056
H -1.741 3.414 2.941
H -0.739 3.512 1.490
H -3.674 1.999 1.438
H -3.191 1.401 -0.156
H -2.420 2.833 0.517
H -3.083 -1.310 -0.299
H -3.990 -0.383 0.902
H -3.354 -1.961 1.326
H -1.269 -3.223 2.571
H 0.101 -3.114 1.446
H -1.541 -2.994 0.830
H 0.456 -1.944 4.461
H 1.855 -1.024 3.884
H 1.275 -2.398 2.964
C -0.304 -0.115 -4.980
Si -0.395 -0.240 -3.059
C -1.466 -1.793 -2.655
C -1.369 1.306 -2.435
N 0.959 -0.397 -2.072
C 2.268 -0.219 -2.058
C 3.093 -0.052 -3.195
C 4.460 0.059 -3.086
C 5.092 0.013 -1.852
C 4.322 -0.122 -0.702
C 2.961 -0.221 -0.819
F 2.186 -0.330 0.318
H -1.287 -0.115 -5.445
H 0.249 -0.957 -5.387
H 0.207 0.791 -5.295
H -2.534 -1.593 -2.697
H -1.203 -2.093 -1.630
H -1.259 -2.629 -3.318
H -2.447 1.167 -2.493
H -1.124 2.222 -2.969
H -1.082 1.433 -1.381
H 2.610 -0.025 -4.162
H 5.060 0.184 -3.981
H 6.168 0.081 -1.778
H 4.784 -0.148 0.274
*
```

**Gap between HOMO and LUMO**: 6.25 eV
**LUMO energy**: 3.12 eV
**M**: 451.0 Da


Density functional theory data (the ωB97M-V functional and the def2-TZVPD basis) for a single C6H13N molecule at a distorted geometry.

Structure (ORCA input):
```
! wB97M-V def2-TZVPD RIJCOSX def2/J DEFGRID3
* xyz 0 1
C -0.097 -1.265 3.737
C -0.608 -0.858 2.550
C -0.064 0.111 1.600
C -0.628 -0.127 0.157
N 0.383 0.192 -0.910
C -0.084 0.493 -2.282
C 1.054 0.666 -3.239
H -0.656 -1.872 4.438
H 0.921 -0.941 3.970
H -1.636 -1.240 2.466
H 1.037 0.057 1.553
H -0.184 1.226 1.858
H -1.599 0.452 0.085
H -1.001 -1.197 0.073
H 0.882 1.041 -0.658
H -0.860 1.358 -2.250
H -0.739 -0.256 -2.625
H 0.648 0.968 -4.244
H 1.737 1.477 -2.848
H 1.493 -0.285 -3.431
*
```

**Gap between HOMO and LUMO**: 9.97 eV
**LUMO energy**: 1.13 eV
**SMILES**: C=CCCNCC
**Relative energy (zero: lowest compared OMol25 entry of this formula, charge and spin)**: 37.3 kcal per mole
**M**: 99.2 Da


Density functional theory data (the ωB97M-V functional and the def2-TZVPD basis) for a molecular structure, C7H13ClFINO4PSi2 at a distorted geometry.

Structure (ORCA input):
```
! wB97M-V def2-TZVPD RIJCOSX def2/J DEFGRID3
* xyz 0 1
C 2.506 3.245 -0.944
C 2.910 2.080 -0.421
C 2.476 0.706 -0.905
Si 2.131 -0.424 0.570
F 2.381 0.432 1.901
O 0.618 -1.131 0.525
Si -0.729 -0.347 1.105
I -1.079 1.856 0.038
C -2.254 -1.468 0.931
O -2.774 -1.578 -0.383
C -3.764 -0.611 -0.714
C -3.502 -0.117 -2.151
N -0.542 -0.075 2.858
C -0.923 1.036 3.214
O -1.146 2.081 3.665
P 3.701 -2.063 0.674
O 2.753 -3.416 0.855
Cl 4.492 -2.206 -1.253
H 2.343 4.087 -0.274
H 2.312 3.413 -1.999
H 3.625 2.115 0.399
H 3.248 0.248 -1.538
H 1.588 0.802 -1.532
H -1.895 -2.466 1.205
H -2.986 -1.107 1.662
H -3.773 0.216 0.001
H -4.763 -1.061 -0.679
H -2.444 -0.277 -2.354
H -3.763 0.932 -2.282
H -4.081 -0.735 -2.837
H 3.335 -4.165 0.665
*
```

**Gap between HOMO and LUMO**: 8.97 eV
**LUMO energy**: 0.20 eV
**M**: 443.7 Da


Number 1: DFT total energy -3737.78441 a.u.. Number 2: DFT total energy -7734.78607 a.u.. Number 3: DFT total energy -1390.87062 a.u.. Number 4: DFT total energy -291.09928 a.u.. Number 5: DFT total energy -2408.57326 a.u..